{
  "formula": "C4H9F6NO3PSi",
  "method": "the ωB97M-V functional and the def2-TZVPD basis",
  "homo_ev": -6.93,
  "charge": -1,
  "lumo_energy_ha": 0.054,
  "orbital_gap_ev": 8.39,
  "elements": ["C", "C", "O", "C", "Si", "O", "O", "C", "N", "H", "H", "H", "H", "H", "H", "H", "H", "H", "F", "P", "F", "F", "F", "F", "F"],
  "coordinates": [[1.189382, -0.003608, 0.892512], [0.406199, 1.089022, -0.101849], [-1.065928, 0.912817, -0.083747], [-1.653347, 1.499198, 1.145719], [-3.591548, 1.506902, 0.843681], [-4.429577, 1.430493, 2.399243], [-4.101206, 0.247901, -0.294359], [-4.215332, -1.071351, 0.412727], [-3.900252, -2.315734, 0.708343], [0.474074, -0.361102, 1.777800], [1.469682, -0.990039, 0.281656], [2.123314, 0.487480, 1.418219], [0.762274, 0.826575, -1.206563], [0.735840, 2.168729, 0.242541], [-1.260097, 2.608173, 1.341428], [-1.502106, 0.796917, 2.088891], [-4.011454, 2.793237, 0.230425], [-5.403740, 1.224568, 2.265511], [3.365995, -2.411078, -0.748033], [3.996122, -1.835961, -2.051200], [2.882550, -0.825666, -1.639667], [3.666166, -1.507577, -3.538659], [4.995861, -0.640951, -2.068664], [3.704614, -3.207239, -2.732082], [5.362514, -2.421705, -1.583873]],
  "forces_ev_per_angstrom": [[-0.738, -0.505, 0.224], [1.532, -1.252, 0.147], [0.987, 1.514, 1.861], [-0.218, -0.678, 0.219], [0.073, 0.074, 1.428], [-0.414, -0.688, -2.784], [-0.498, -3.713, 4.105], [4.097, -6.351, -0.547], [-3.263, 11.131, -2.347], [1.359, 0.922, -1.886], [-0.360, 2.459, 1.388], [-1.763, -1.071, -1.359], [-0.886, 0.880, 2.442], [-0.947, -1.944, -0.909], [-0.768, -2.371, -0.291], [0.166, 1.563, -1.759], [-0.077, -0.457, -0.231], [1.760, 0.425, 0.319], [0.282, -3.783, 4.400], [0.316, -0.235, -0.286], [-3.390, 4.670, -1.449], [-0.027, 3.952, -4.200], [0.716, 5.760, -0.343], [-1.061, -5.609, 0.704], [3.122, -4.693, 1.156]]
}